{
  "formula": "C5H9FINO",
  "method": "the ωB97M-V functional and the def2-TZVPD basis",
  "spin_multiplicity": 1,
  "total_charge": 0,
  "homo_energy_ha": -0.3156,
  "lumo_ev": -0.86,
  "e_above_lowest_ev": 3.7668,
  "elements": ["C", "C", "C", "C", "C", "N", "O", "F", "I", "H", "H", "H", "H", "H", "H", "H", "H", "H"],
  "xyz": [[-0.7102, 1.4419, -0.0485], [0.7240, 1.1917, -0.7848], [-1.1952, 0.0307, 0.3371], [1.5567, 0.6553, 0.3612], [0.2394, -1.7975, 1.0840], [-0.2756, -0.4693, 1.2495], [0.7259, -2.2536, -0.1566], [1.7768, 1.5485, 1.3682], [3.4955, -0.1082, -0.1370], [-0.6114, 2.0833, 0.8097], [-1.2782, 1.9727, -0.6418], [0.7843, 0.4599, -1.5607], [1.0895, 2.1894, -0.8972], [-2.1538, -0.0413, 0.9654], [-1.3225, -0.5829, -0.6268], [-0.6832, -2.6116, 1.3233], [0.8944, -2.0230, 1.9350], [1.5512, -1.8045, -0.2037]]
}

=====

{
  "formula": "C4H3N3O",
  "method": "the ωB97M-V functional and the def2-TZVPD basis",
  "spin_multiplicity": 1,
  "smiles": "[H]/N=C1/N=CN=CC1=O",
  "total_charge": 0,
  "homo_energy_ha": -0.3622,
  "lumo_ev": -2.27,
  "e_above_lowest_ev": 2.7436,
  "elements": ["C", "C", "C", "C", "H", "H", "H", "N", "N", "N", "O"],
  "xyz": [[0.4458, 0.8607, -0.6202], [-0.4926, -1.1163, -1.2115], [-0.2738, -0.9408, 1.0860], [0.2947, 0.4653, 0.8686], [0.8867, 2.4931, 0.2593], [-0.8822, -1.9051, -1.9832], [-0.5285, -1.2968, 2.0552], [0.5538, 2.1261, -0.8043], [0.1963, -0.0697, -1.6122], [-0.4602, -1.7303, 0.0298], [0.2600, 1.1138, 1.9325]]
}

=====

{
  "formula": "C18H25N5O3S2",
  "method": "the ωB97M-V functional and the def2-TZVPD basis",
  "spin_multiplicity": 1,
  "total_charge": 0,
  "homo_energy_ha": -0.3241,
  "lumo_ev": -1.09,
  "e_above_lowest_ev": 0.0000,
  "elements": ["C", "H", "H", "H", "C", "N", "C", "H", "C", "N", "C", "O", "C", "H", "C", "C", "C", "N", "S", "O", "O", "C", "C", "C", "C", "C", "N", "S", "N", "C", "H", "H", "H", "C", "H", "H", "H", "H", "H", "H", "H", "H", "C", "C", "H", "H", "H", "H", "H", "H", "H", "H", "H"],
  "xyz": [[1.4822, -0.6183, 7.2624], [1.8530, -0.8130, 8.2654], [0.7599, -1.3908, 7.0136], [0.9802, 0.3450, 7.2535], [2.6485, -0.5975, 6.2806], [2.2566, -0.0800, 4.9803], [1.4292, -1.0060, 4.2295], [0.5673, -1.2851, 4.8355], [0.9331, -0.3337, 2.9462], [2.0631, 0.0867, 2.1516], [2.4632, -0.3655, 0.9441], [3.4842, 0.0409, 0.4167], [1.5521, -1.3644, 0.2358], [1.1718, -2.1122, 0.9350], [2.3056, -2.0828, -0.8868], [1.3570, -3.0053, -1.6487], [0.1547, -2.2195, -2.1714], [-0.4777, -1.5451, -1.0656], [-2.0902, -1.2093, -1.1748], [-2.5047, -0.6745, 0.0860], [-2.7362, -2.3896, -1.6706], [-2.2609, 0.0501, -2.4463], [-2.8527, -0.2669, -3.6360], [-3.0164, 0.6891, -4.6587], [-2.5944, 1.9816, -4.5017], [-1.9776, 2.3372, -3.2907], [-1.4895, 3.5281, -2.9391], [-0.8768, 3.4185, -1.4618], [-1.1828, 1.8693, -1.1813], [-1.7986, 1.3565, -2.2459], [-2.7219, 2.7264, -5.2705], [-3.4940, 0.3874, -5.5781], [-3.2091, -1.2766, -3.7668], [0.3727, -0.6052, -0.3849], [-0.2411, -0.1021, 0.3611], [0.7673, 0.1496, -1.0815], [-0.5919, -2.8835, -2.6082], [0.4838, -1.4943, -2.9332], [1.8763, -3.4745, -2.4852], [0.9963, -3.7900, -0.9820], [3.1337, -2.6558, -0.4669], [2.7312, -1.3353, -1.5584], [2.9190, 0.9899, 2.8942], [3.4001, 0.3117, 4.1754], [4.0082, 1.0153, 4.7477], [4.0294, -0.5571, 3.9090], [3.7640, 1.2560, 2.2584], [2.3490, 1.8881, 3.1507], [0.2790, -1.0076, 2.3995], [0.3594, 0.5586, 3.2202], [1.9882, -1.9248, 3.9676], [3.0891, -1.6074, 6.1997], [3.4195, 0.0708, 6.6726]]
}

=====

Please write out number 3 again, unchanged.
{
  "formula": "C18H25N5O3S2",
  "method": "the ωB97M-V functional and the def2-TZVPD basis",
  "spin_multiplicity": 1,
  "total_charge": 0,
  "homo_energy_ha": -0.3241,
  "lumo_ev": -1.09,
  "e_above_lowest_ev": 0.0000,
  "elements": ["C", "H", "H", "H", "C", "N", "C", "H", "C", "N", "C", "O", "C", "H", "C", "C", "C", "N", "S", "O", "O", "C", "C", "C", "C", "C", "N", "S", "N", "C", "H", "H", "H", "C", "H", "H", "H", "H", "H", "H", "H", "H", "C", "C", "H", "H", "H", "H", "H", "H", "H", "H", "H"],
  "xyz": [[1.4822, -0.6183, 7.2624], [1.8530, -0.8130, 8.2654], [0.7599, -1.3908, 7.0136], [0.9802, 0.3450, 7.2535], [2.6485, -0.5975, 6.2806], [2.2566, -0.0800, 4.9803], [1.4292, -1.0060, 4.2295], [0.5673, -1.2851, 4.8355], [0.9331, -0.3337, 2.9462], [2.0631, 0.0867, 2.1516], [2.4632, -0.3655, 0.9441], [3.4842, 0.0409, 0.4167], [1.5521, -1.3644, 0.2358], [1.1718, -2.1122, 0.9350], [2.3056, -2.0828, -0.8868], [1.3570, -3.0053, -1.6487], [0.1547, -2.2195, -2.1714], [-0.4777, -1.5451, -1.0656], [-2.0902, -1.2093, -1.1748], [-2.5047, -0.6745, 0.0860], [-2.7362, -2.3896, -1.6706], [-2.2609, 0.0501, -2.4463], [-2.8527, -0.2669, -3.6360], [-3.0164, 0.6891, -4.6587], [-2.5944, 1.9816, -4.5017], [-1.9776, 2.3372, -3.2907], [-1.4895, 3.5281, -2.9391], [-0.8768, 3.4185, -1.4618], [-1.1828, 1.8693, -1.1813], [-1.7986, 1.3565, -2.2459], [-2.7219, 2.7264, -5.2705], [-3.4940, 0.3874, -5.5781], [-3.2091, -1.2766, -3.7668], [0.3727, -0.6052, -0.3849], [-0.2411, -0.1021, 0.3611], [0.7673, 0.1496, -1.0815], [-0.5919, -2.8835, -2.6082], [0.4838, -1.4943, -2.9332], [1.8763, -3.4745, -2.4852], [0.9963, -3.7900, -0.9820], [3.1337, -2.6558, -0.4669], [2.7312, -1.3353, -1.5584], [2.9190, 0.9899, 2.8942], [3.4001, 0.3117, 4.1754], [4.0082, 1.0153, 4.7477], [4.0294, -0.5571, 3.9090], [3.7640, 1.2560, 2.2584], [2.3490, 1.8881, 3.1507], [0.2790, -1.0076, 2.3995], [0.3594, 0.5586, 3.2202], [1.9882, -1.9248, 3.9676], [3.0891, -1.6074, 6.1997], [3.4195, 0.0708, 6.6726]]
}